Molecular formula: C8H17N4
Method: DFT, wB97M-V/def2-TZVPD

```
! wB97M-V def2-TZVPD RIJCOSX def2/J DEFGRID3
* xyz 1 1
C 1.152 2.339 -0.385
C -2.226 -0.624 1.289
C -2.933 0.515 -0.699
C -0.758 -0.394 0.895
C -1.474 1.006 -0.986
C 3.134 -0.839 0.862
C 2.562 0.572 0.854
C 1.804 1.129 -0.258
N 0.782 3.413 -0.508
N -3.013 0.455 0.845
N -0.378 -1.021 -1.478
N -0.624 -0.004 -0.535
H -2.400 -1.546 0.707
H -2.296 -0.680 2.332
H -3.653 1.257 -1.084
H -3.040 -0.519 -1.110
H -0.336 0.528 1.416
H -0.075 -1.210 1.077
H -1.345 1.158 -2.007
H -1.449 2.020 -0.554
H 4.113 -0.936 1.326
H 2.344 -1.475 1.379
H 3.111 -1.189 -0.245
H 3.476 1.251 1.219
H 2.115 0.758 1.908
H 1.778 0.492 -1.158
H -3.673 0.938 1.472
H -1.206 -1.022 -2.163
H -0.328 -1.940 -1.115
*
```

- DFT total energy: -533.607016 Ha
- LUMO (spin up / spin down): -0.2257 / -0.1713 Ha
- Orbital gap (spin up / spin down): 5.7238 / 8.0774 eV